No. 1
Computed, not measured: one molecule with the formula C4H11O5PS in a non-equilibrium geometry, with ωB97M-V with the def2-TZVPD basis set.

2S+1: 3
<S²>: 2.009
HOMO-LUMO gap (alpha / beta), eV: 4.8 / 6.5
LUMO (alpha / beta), Eh: 0.0238 / -0.1500
Net charge: 0

Element x y z (Å)
C -3.25 0.66 0.57
C 3.57 -0.86 -1.05
C -0.65 -2.00 -1.20
C 0.27 0.51 0.58
O -1.66 -1.48 1.51
O 2.67 -0.01 1.59
O 1.32 -1.78 0.70
O -2.44 -0.03 -0.42
O 2.33 -0.20 -0.77
P -1.22 -0.91 0.22
S 1.71 -0.38 0.66
H -3.77 1.37 0.03
H -2.53 1.29 1.21
H -3.66 -0.06 1.18
H 3.17 -1.92 -0.98
H 4.41 -0.66 -0.36
H 3.77 -0.75 -2.12
H -0.03 -1.32 -1.84
H -0.28 -2.96 -0.79
H -1.50 -2.21 -1.80
H -0.04 0.88 1.58
H 0.18 1.39 -0.13


No. 2
Computed, not measured: C15H19AuN4 as an isolated structure in a non-equilibrium geometry, with ωB97M-V with the def2-TZVPD basis set.

HOMO-LUMO gap (alpha / beta), eV: 5.2 / 5.1
LUMO (alpha / beta), Eh: -0.3634 / -0.3672
Net charge: +2
Energy relative to the best compared isomer or geometry (same formula, charge and spin), kcal per mole: 23.8

Element x y z (Å)
Au 0.24 0.16 0.08
C 5.69 -1.47 1.36
C 5.82 -1.31 -0.01
C 4.73 -1.03 -0.80
C 3.45 -0.93 -0.19
C 3.32 -1.12 1.20
C 4.44 -1.38 1.96
N 2.34 -0.65 -0.92
N 2.29 -0.41 -2.13
C 1.18 0.03 -2.75
C 1.16 0.21 -4.15
C 0.01 0.68 -4.75
C -1.12 0.98 -4.00
C -1.11 0.80 -2.62
C 0.04 0.38 -2.00
H 6.57 -1.67 1.97
H 6.79 -1.43 -0.48
H 4.80 -0.91 -1.87
H 2.34 -1.04 1.65
H 4.35 -1.51 3.03
H 2.03 -0.05 -4.72
H -0.01 0.82 -5.82
H -2.01 1.37 -4.47
H -1.98 1.05 -2.04
N -0.75 1.63 1.58
C -2.22 1.59 1.49
C -2.80 0.27 1.99
C -2.62 -0.92 1.05
N -1.24 -1.42 1.02
H -0.47 1.46 2.54
H -0.43 2.57 1.34
H -2.49 1.75 0.44
H -2.65 2.41 2.07
H -3.87 0.42 2.13
H -2.38 0.04 2.97
H -2.91 -0.66 0.03
H -3.29 -1.73 1.39
H -1.19 -2.27 0.47
H -0.94 -1.65 1.97


No. 3
Computed, not measured: one molecule with the formula C31H27NO2 in a non-equilibrium geometry, with ωB97M-V with the def2-TZVPD basis set.

SMILES string: CC(=O)[C@H](C(=O)c1ccccc1)C1(c2ccc(N(C)C)cc2)c2ccccc2-c2ccccc21
HOMO-LUMO gap, eV: 8.1
LUMO, Eh: 0.0153
Net charge: 0
Energy relative to the best compared isomer or geometry (same formula, charge and spin), kcal per mole: 19.6

Element x y z (Å)
C 1.66 2.24 -1.56
C 1.05 0.92 -1.98
O 0.57 0.82 -3.08
C 0.93 -0.21 -0.93
C 1.62 -1.47 -1.57
O 1.31 -2.00 -2.64
C 2.80 -2.09 -0.79
C 3.92 -1.37 -0.29
C 5.12 -2.05 0.05
C 5.20 -3.46 0.02
C 4.04 -4.17 -0.31
C 2.87 -3.49 -0.70
C -0.55 -0.34 -0.36
C -1.01 0.96 0.33
C -0.09 1.54 1.21
C -0.26 2.85 1.64
C -1.53 3.45 1.53
N -1.78 4.63 2.20
C -0.79 5.70 2.20
C -3.12 4.96 2.67
C -2.53 2.80 0.77
C -2.25 1.58 0.12
C -1.42 -0.86 -1.50
C -2.09 -0.17 -2.51
C -2.82 -0.92 -3.45
C -2.90 -2.33 -3.36
C -2.34 -2.99 -2.26
C -1.58 -2.25 -1.36
C -0.98 -2.68 -0.08
C -1.07 -3.94 0.52
C -0.53 -4.09 1.81
C -0.07 -2.96 2.51
C -0.11 -1.66 1.93
C -0.47 -1.56 0.60
H 2.69 2.17 -1.24
H 1.65 2.92 -2.40
H 1.08 2.70 -0.76
H 1.49 0.05 -0.01
H 3.84 -0.28 -0.19
H 6.03 -1.48 0.32
H 6.15 -4.00 0.19
H 4.03 -5.26 -0.30
H 1.96 -4.05 -0.93
H 0.79 0.99 1.57
H 0.55 3.38 2.15
H 0.23 5.29 2.08
H -0.96 6.40 1.37
H -0.85 6.24 3.13
H -3.58 4.09 3.16
H -3.02 5.78 3.40
H -3.78 5.28 1.85
H -3.48 3.31 0.61
H -3.03 1.17 -0.52
H -2.04 0.93 -2.54
H -3.24 -0.39 -4.30
H -3.39 -2.90 -4.15
H -2.43 -4.06 -2.10
H -1.51 -4.76 -0.06
H -0.47 -5.10 2.26
H 0.38 -3.08 3.50
H 0.08 -0.75 2.51


No. 4
Computed, not measured: a 12-piece molecular cluster, C72H150N12O6 overall in a non-equilibrium geometry, with ωB97M-V with the def2-TZVPD basis set.

SMILES string: O=[N+]([O-])c1ccccc1.O=[N+]([O-])c1ccccc1.O=[N+]([O-])c1ccccc1.CCN(CC)CC.CCN(CC)CC.CCN(CC)CC.CCN(CC)CC.CCN(CC)CC.CCN(CC)CC.CCN(CC)CC.CCN(CC)CC.CCN(CC)CC
HOMO-LUMO gap, eV: 7.4
LUMO, Eh: -0.0216
Net charge: 0
Energy relative to the best compared isomer or geometry (same formula, charge and spin), kcal per mole: 0.0

Element x y z (Å)
O 4.98 6.43 -0.92
N 4.24 6.18 -1.84
O 4.44 6.51 -3.00
C 3.13 5.25 -1.58
C 3.19 4.36 -0.53
C 2.26 3.36 -0.54
C 1.21 3.34 -1.49
C 1.16 4.28 -2.50
C 2.15 5.25 -2.55
H 3.99 4.38 0.17
H 2.12 2.76 0.34
H 0.44 2.57 -1.29
H 0.29 4.30 -3.15
H 2.19 5.99 -3.30
O 0.27 -6.93 1.44
N 1.02 -6.20 2.06
O 1.03 -6.05 3.32
C 1.98 -5.32 1.33
C 2.03 -5.46 -0.03
C 3.00 -4.71 -0.69
C 3.88 -3.86 0.04
C 3.68 -3.74 1.40
C 2.75 -4.45 2.08
H 1.42 -6.20 -0.55
H 3.21 -4.83 -1.75
H 4.67 -3.38 -0.55
H 4.34 -3.12 1.97
H 2.72 -4.42 3.16
O -4.79 -1.89 -8.34
N -4.89 -2.04 -7.14
O -5.94 -2.20 -6.56
C -3.68 -2.04 -6.28
C -2.44 -2.02 -6.90
C -1.32 -2.20 -6.06
C -1.42 -2.13 -4.68
C -2.72 -2.03 -4.14
C -3.86 -1.97 -4.90
H -2.39 -1.88 -7.95
H -0.30 -2.31 -6.45
H -0.60 -2.15 -4.00
H -2.72 -1.77 -3.10
H -4.84 -1.98 -4.49
C -2.70 5.85 5.27
C -1.52 5.62 4.30
N -0.56 4.65 4.80
C 0.80 4.84 4.29
C 1.02 4.85 2.80
C -1.07 3.28 4.64
C -0.59 2.45 5.82
H -3.33 4.96 5.34
H -3.33 6.66 4.93
H -2.35 6.08 6.30
H -2.00 5.45 3.32
H -0.99 6.58 4.35
H 1.17 5.77 4.75
H 1.31 4.03 4.74
H 0.64 5.76 2.37
H 2.13 4.87 2.73
H 0.74 3.96 2.20
H -0.67 2.85 3.68
H -2.17 3.25 4.51
H -0.98 1.45 6.04
H -0.86 2.99 6.71
H 0.45 2.50 5.85
C -1.10 -2.20 3.75
C -1.88 -2.53 5.02
N -2.68 -3.73 5.08
C -1.98 -4.95 5.18
C -1.46 -5.37 6.58
C -3.92 -3.60 5.86
C -4.91 -2.68 5.22
H -1.76 -2.11 2.84
H -0.36 -3.00 3.51
H -0.55 -1.27 3.92
H -1.17 -2.48 5.81
H -2.50 -1.64 5.25
H -2.65 -5.71 4.68
H -1.08 -4.84 4.54
H -0.72 -4.71 6.96
H -2.23 -5.41 7.33
H -0.99 -6.34 6.56
H -3.74 -3.25 6.89
H -4.34 -4.61 5.98
H -4.62 -1.67 5.26
H -5.93 -2.80 5.66
H -5.07 -2.89 4.14
C 2.19 -0.11 4.63
C 2.55 -1.38 3.93
N 3.52 -2.22 4.69
C 3.06 -2.73 5.93
C 2.11 -3.92 5.73
C 4.81 -1.48 4.79
C 5.95 -2.46 4.90
H 1.63 -0.25 5.57
H 1.59 0.63 4.09
H 3.04 0.49 4.89
H 1.70 -2.05 3.70
H 3.03 -1.09 3.01
H 3.94 -3.06 6.48
H 2.46 -2.02 6.59
H 2.63 -4.77 5.29
H 1.74 -4.26 6.69
H 1.29 -3.72 4.99
H 4.76 -0.85 5.71
H 4.89 -0.82 3.97
H 5.76 -3.20 5.73
H 6.89 -1.96 5.14
H 6.06 -3.03 3.98
C 7.25 0.83 -0.93
C 6.53 -0.40 -0.41
N 6.48 -0.53 1.06
C 6.03 0.70 1.69
C 4.66 1.04 1.24
C 7.74 -1.10 1.50
C 7.99 -2.57 1.17
H 6.57 1.68 -0.99
H 7.64 0.54 -1.93
H 8.15 1.10 -0.35
H 5.49 -0.40 -0.71
H 6.95 -1.32 -0.83
H 6.73 1.49 1.50
H 6.08 0.52 2.76
H 4.14 1.71 1.95
H 4.04 0.18 1.16
H 4.71 1.55 0.25
H 8.65 -0.55 1.24
H 7.72 -1.14 2.57
H 8.44 -2.61 0.15
H 8.74 -3.12 1.79
H 7.06 -3.18 1.17
C -4.13 2.71 -3.68
C -5.59 3.17 -3.91
N -6.52 2.12 -3.39
C -7.81 2.61 -3.00
C -7.79 3.12 -1.61
C -6.62 1.03 -4.36
C -7.24 -0.21 -3.83
H -3.84 2.75 -2.64
H -3.41 3.37 -4.19
H -3.99 1.69 -4.01
H -5.72 4.11 -3.38
H -5.72 3.33 -4.98
H -8.18 3.41 -3.70
H -8.51 1.80 -3.08
H -7.42 2.42 -0.88
H -6.98 3.89 -1.61
H -8.71 3.63 -1.26
H -5.69 0.76 -4.84
H -7.38 1.29 -5.20
H -8.11 0.05 -3.22
H -6.54 -0.81 -3.20
H -7.57 -0.87 -4.65
C -0.04 1.43 -5.07
C 1.25 1.53 -5.95
N 2.38 0.90 -5.37
C 2.83 1.52 -4.13
C 4.17 0.99 -3.68
C 2.43 -0.52 -5.44
C 2.70 -1.07 -6.81
H -0.38 0.41 -5.01
H -0.85 2.05 -5.47
H 0.27 1.75 -4.08
H 1.01 1.08 -6.90
H 1.41 2.58 -6.09
H 2.97 2.61 -4.32
H 2.16 1.41 -3.29
H 4.93 1.11 -4.44
H 4.48 1.55 -2.80
H 4.05 -0.07 -3.39
H 1.46 -1.02 -5.09
H 3.10 -0.96 -4.68
H 2.76 -2.18 -7.01
H 3.61 -0.63 -7.12
H 2.00 -0.55 -7.49
C 0.61 -4.98 -3.71
C -0.59 -4.69 -2.82
N -0.86 -5.84 -1.89
C -1.95 -5.50 -0.93
C -1.70 -4.27 -0.14
C -1.18 -7.18 -2.54
C -1.02 -8.35 -1.55
H 0.88 -4.03 -4.19
H 0.55 -5.80 -4.43
H 1.50 -5.21 -3.11
H -0.38 -3.82 -2.18
H -1.42 -4.39 -3.45
H -2.93 -5.45 -1.42
H -2.01 -6.26 -0.20
H -2.45 -4.18 0.69
H -0.70 -4.23 0.37
H -1.82 -3.33 -0.68
H -0.47 -7.34 -3.34
H -2.18 -7.24 -3.05
H -1.63 -8.24 -0.65
H 0.00 -8.41 -1.22
H -1.22 -9.35 -1.99
C -2.49 3.84 0.50
C -2.66 4.66 -0.78
N -2.92 6.04 -0.56
C -1.72 6.88 -0.45
C -2.04 8.12 0.33
C -3.93 6.61 -1.44
C -5.36 6.29 -1.07
H -3.11 4.15 1.32
H -1.47 3.80 0.88
H -2.73 2.77 0.38
H -1.75 4.55 -1.41
H -3.52 4.17 -1.28
H -1.21 7.03 -1.43
H -1.04 6.25 0.12
H -1.20 8.74 0.58
H -2.61 7.91 1.23
H -2.61 8.76 -0.32
H -3.89 7.69 -1.53
H -3.75 6.27 -2.50
H -6.11 6.68 -1.77
H -5.59 5.22 -0.97
H -5.62 6.80 -0.12
C -1.70 0.51 -2.14
C -0.58 -0.48 -1.73
N 0.10 -0.17 -0.49
C -0.80 -0.08 0.68
C -0.34 0.88 1.80
C 1.25 -1.04 -0.19
C 2.34 -0.78 -1.28
H -2.69 0.25 -1.83
H -1.70 0.66 -3.25
H -1.55 1.55 -1.74
H -1.04 -1.50 -1.70
H 0.09 -0.46 -2.60
H -1.83 0.15 0.37
H -0.78 -1.09 1.16
H 0.56 0.62 2.36
H -0.32 1.95 1.59
H -1.04 0.69 2.61
H 1.03 -2.12 -0.17
H 1.63 -0.66 0.77
H 2.63 0.24 -1.15
H 1.94 -0.93 -2.31
H 3.19 -1.39 -1.11


No. 5
Computed, not measured: a 2-piece molecular cluster, C3H7N3 overall, with ωB97M-V with the def2-TZVPD basis set.

HOMO-LUMO gap (alpha / beta), eV: 7.4 / 8.8
LUMO (alpha / beta), Eh: -0.0231 / 0.0071
Net charge: 0
Energy relative to the best compared isomer or geometry (same formula, charge and spin), kcal per mole: 86.8

Element x y z (Å)
C 0.40 1.37 -0.21
N -0.28 -0.95 -0.27
C -0.32 0.23 0.45
C -0.93 0.36 1.65
N 1.47 -1.89 -1.00
N 1.03 -1.88 -2.06
H -0.80 -1.67 0.24
H 0.03 -1.37 -1.95
H 0.34 2.29 0.38
H 1.46 1.12 -0.34
H -0.02 1.57 -1.20
H -1.44 -0.48 2.12
H -0.93 1.30 2.19


No. 6
Computed, not measured: a 2-piece molecular cluster, C6H16N5 overall in a non-equilibrium geometry, with ωB97M-V with the def2-TZVPD basis set.

HOMO-LUMO gap, eV: 9.0
LUMO, Eh: -0.1342
Net charge: +1
Energy relative to the best compared isomer or geometry (same formula, charge and spin), kcal per mole: 113.0

Element x y z (Å)
C 2.21 0.02 1.42
C 1.36 -1.26 1.06
C 0.96 -1.11 -0.29
C -2.22 1.31 1.51
C -2.40 -0.06 -0.74
C -1.52 0.41 0.49
N 2.92 0.53 0.54
N 1.83 -0.62 -1.16
N -0.11 -1.87 -0.74
N 3.75 0.62 -1.64
N 2.87 0.15 -0.77
H 2.16 0.44 2.38
H 1.96 -2.25 1.18
H 0.57 -1.34 1.79
H -2.84 0.54 2.18
H -2.99 1.99 1.11
H -1.62 1.90 2.13
H -2.12 -0.92 -1.30
H -2.57 0.65 -1.49
H -3.41 -0.40 -0.40
H -1.22 -0.56 0.95
H 1.63 -0.59 -2.18
H -0.44 -1.65 -1.66
H -0.40 -2.64 -0.16
H 3.66 1.72 -1.71
H 4.77 0.44 -1.39
H -0.61 0.94 0.16


No. 7
Computed, not measured: one molecule with the formula C6H10, with ωB97M-V with the def2-TZVPD basis set.

HOMO-LUMO gap (alpha / beta), eV: 7.1 / 7.1
LUMO (alpha / beta), Eh: -0.0012 / -0.0011
Net charge: 0
Energy relative to the best compared isomer or geometry (same formula, charge and spin), kcal per mole: 119.0

Element x y z (Å)
C -1.18 0.86 -0.81
C -0.18 0.41 0.20
C -0.61 0.42 1.63
C 0.51 -1.28 -0.89
C 1.15 0.08 -0.09
C 2.40 0.30 0.25
H -1.39 1.92 -0.60
H -2.14 0.32 -0.72
H -0.82 0.79 -1.84
H -0.05 -0.29 2.24
H -0.32 1.42 2.00
H -1.69 0.29 1.78
H -0.52 -1.64 -0.76
H 0.67 -1.08 -1.95
H 1.18 -2.05 -0.52
H 3.10 -0.53 0.04


No. 8
Computed, not measured: a 2-piece molecular cluster, C3H3F2O2S overall in a non-equilibrium geometry, with ωB97M-V with the def2-TZVPD basis set.

HOMO-LUMO gap (alpha / beta), eV: 6.8 / 6.8
LUMO (alpha / beta), Eh: 0.1172 / 0.1172
Net charge: -1
Energy relative to the best compared isomer or geometry (same formula, charge and spin), kcal per mole: 62.2

Element x y z (Å)
C 0.34 0.02 0.10
C -1.47 1.21 -0.86
C 1.09 -0.41 1.09
O 0.79 -0.34 -1.24
O -0.79 0.71 0.21
F 0.91 0.13 2.28
F 0.52 -2.52 1.38
S -2.90 2.03 -0.66
H -1.17 1.01 -1.86
H 2.08 -0.62 0.88
H 0.60 -1.22 -1.32


No. 9
Computed, not measured: one molecule with the formula C6H11NO in a non-equilibrium geometry, with ωB97M-V with the def2-TZVPD basis set.

SMILES string: C=C(C)[C@@]1(N)C[C@@H]1O
HOMO-LUMO gap, eV: 9.8
LUMO, Eh: 0.0270
Net charge: 0
Energy relative to the best compared isomer or geometry (same formula, charge and spin), kcal per mole: 115.6

Element x y z (Å)
C -0.46 2.19 0.27
C 0.27 1.18 -0.18
C 1.48 0.94 -0.94
C -0.10 -0.35 0.25
N 0.88 -1.31 0.66
C -1.50 -0.55 0.80
C -1.20 -0.92 -0.58
O -1.01 -2.28 -0.96
H -1.23 2.07 0.92
H -0.16 3.31 0.23
H 1.07 0.54 -1.90
H 2.12 0.22 -0.09
H 2.20 1.92 -0.85
H 1.71 -1.61 0.00
H 1.37 -1.08 1.57
H -1.67 -1.50 1.29
H -2.06 0.29 1.32
H -1.51 -0.44 -1.46
H -0.19 -2.59 -0.34


- Which value of net charge does entry 2 give?
  +2


- Which value of net charge does entry 6 give?
  +1